1.
14
Properties=species:S:1:pos:R:3:forces:R:3:nbo_charge:R:1 method="wB97M-V/def2-TZVPD" mol_weight_da=88.1 smiles="C=CO.CC=O" relative_energy_kj_mol=193.18 gap_ev=10.03
C 1.760146 0.484120 0.053690 -0.002 0.095 0.083 -0.72
C 1.192032 -0.502685 1.034322 -0.077 0.079 0.095 0.46
O 0.293934 -0.290985 1.813615 0.413 -0.025 -0.199 -0.55
C -1.196647 -0.810446 -0.773088 -0.394 0.010 -0.173 -0.58
C -1.558314 0.469914 -0.721290 -0.047 -0.248 -0.415 0.17
O -2.116796 1.108982 0.324046 0.237 -0.118 0.285 -0.66
H 1.153326 1.388728 -0.018526 0.075 -0.147 0.088 0.23
H 1.878115 0.027370 -0.935630 -0.063 0.008 0.217 0.23
H 2.764266 0.734570 0.415859 -0.033 0.056 -0.082 0.23
H 1.706692 -1.488147 1.023263 -0.126 0.023 0.062 0.10
H -1.211612 -1.471185 0.092239 -0.245 0.135 -0.258 0.21
H -1.009330 -1.224596 -1.752526 0.441 -0.066 0.067 0.21
H -1.428474 1.129419 -1.574672 -0.225 -0.063 0.035 0.18
H -2.227334 0.444947 1.018698 0.045 0.261 0.193 0.48



2.
81
Properties=species:S:1:pos:R:3:forces:R:3:lowdin_spin:R:1 method="wB97M-V/def2-TZVPD" multiplicity=2 mol_weight_da=1098.3 charge=+3 relative_energy_kj_mol=53.48 gap_ev="5.94 / 5.41"
Pt 0.298647 -0.466014 -0.150084 1.096 0.605 0.329 0.60
C -1.007848 0.281491 -3.758972 0.018 0.004 -0.085 0.00
N -1.894974 -0.700690 -3.072365 0.334 0.000 -0.827 0.00
C -1.981995 -1.983381 -3.784081 0.004 -0.141 -0.084 0.00
C -2.722676 -0.341301 -2.153094 -0.480 0.283 0.362 0.00
C -4.036595 -0.904010 -1.983203 0.175 -0.321 0.160 0.00
C -4.971918 -0.122269 -1.422134 -0.137 0.433 0.079 0.00
C -4.681327 1.228509 -0.920172 -0.416 -0.488 0.033 0.00
C -3.445471 1.735851 -0.921917 0.348 0.320 -0.337 0.00
C -2.363701 0.891755 -1.387694 -1.463 -0.169 0.024 0.00
N -1.141484 1.020607 -1.053169 1.641 -0.063 0.121 0.00
C -0.534875 2.276231 -0.796191 -0.228 -0.033 0.259 0.02
C -0.715828 3.368753 -1.626174 0.009 0.024 -0.216 0.00
C 0.079461 4.496390 -1.455745 -0.042 -0.047 -0.013 0.02
C 1.041047 4.519079 -0.461000 0.023 0.000 0.019 0.00
C 1.192893 3.438403 0.406621 0.042 0.051 0.120 0.01
C 0.393721 2.326041 0.243700 -0.028 0.023 0.215 0.01
N 0.305785 1.220246 1.207873 -0.237 -0.332 0.066 0.07
C 1.379244 1.249959 2.236469 0.145 0.289 0.007 0.01
C -0.981750 1.367538 1.965440 -0.048 0.221 0.156 0.00
H -0.975337 -0.012417 -4.804522 -0.030 -0.035 0.010 0.00
H -1.429473 1.277845 -3.687258 -0.065 -0.012 0.028 0.00
H -0.002462 0.260299 -3.379261 0.229 -0.051 0.111 0.00
H -2.501438 -1.842077 -4.732344 -0.034 0.025 -0.003 0.00
H -0.957179 -2.304336 -3.985295 -0.178 0.047 0.008 0.00
H -2.483996 -2.737712 -3.185944 -0.004 0.059 0.046 0.00
H -4.311005 -1.836900 -2.453150 0.065 -0.064 0.078 0.00
H -5.994079 -0.477250 -1.384864 -0.030 0.085 -0.011 0.00
H -5.486935 1.803124 -0.481714 -0.059 -0.084 0.021 0.00
H -3.227410 2.682093 -0.446394 0.056 0.062 -0.109 0.00
H -1.427568 3.319243 -2.441987 0.018 0.023 0.014 0.00
H -0.038829 5.342986 -2.117589 -0.020 0.008 -0.001 0.00
H 1.669802 5.389711 -0.336581 0.019 -0.001 0.001 0.00
H 1.912719 3.508198 1.209165 0.008 -0.008 0.000 0.00
H 1.292466 2.174604 2.807342 0.003 0.026 -0.036 0.00
H 1.230835 0.424918 2.919117 -0.040 0.096 -0.009 0.00
H 2.365679 1.190140 1.785698 -0.086 0.008 0.054 0.00
H -1.075980 0.559307 2.680296 0.033 0.024 0.066 0.00
H -0.953382 2.311079 2.512206 0.032 0.035 -0.080 0.00
H -1.837189 1.369543 1.298449 0.029 -0.053 -0.023 0.00
F -0.007000 -2.127450 6.450011 0.011 -0.002 -0.011 0.00
C 0.444990 -2.030673 5.227902 -0.007 0.006 0.031 0.00
C 1.809085 -1.983291 4.982031 -0.009 0.005 0.027 0.00
F 2.659502 -2.041425 5.974666 -0.002 -0.007 -0.002 0.00
C 2.272884 -1.869622 3.671691 0.053 0.017 -0.056 0.00
F 3.581161 -1.846525 3.468183 0.024 0.013 0.045 0.00
C 1.402994 -1.787764 2.599673 -0.058 -0.294 0.089 0.00
P 1.890686 -1.856129 0.860546 -0.396 0.189 -0.229 0.00
C 1.626822 -3.598899 0.520799 -0.049 0.149 -0.022 0.00
C 0.703540 -4.069885 -0.409731 0.046 -0.023 -0.080 0.00
C 0.531840 -5.435108 -0.571103 0.035 0.049 0.018 0.00
C 1.279966 -6.325580 0.186318 -0.042 -0.014 -0.035 0.00
C 2.195145 -5.857050 1.119298 0.051 0.043 0.035 0.00
C 2.364545 -4.494654 1.302448 -0.102 -0.123 0.042 0.00
C 3.500293 -1.235579 0.468491 0.163 -0.313 -0.104 0.01
C 3.704439 0.076836 0.030038 -0.088 -0.018 0.047 0.01
C 4.968816 0.487256 -0.338389 0.082 0.074 -0.037 0.00
C 6.034907 -0.401297 -0.275856 -0.011 -0.058 0.013 0.00
C 5.832989 -1.713470 0.135127 0.052 0.048 -0.029 0.00
C 4.568094 -2.143379 0.487786 0.009 0.183 -0.036 0.00
C 0.038959 -1.853025 2.880479 -0.069 -0.008 -0.026 0.00
Br -1.233830 -1.792093 1.454210 -0.311 -0.459 0.163 0.19
C -0.453410 -1.966789 4.159709 -0.021 0.012 -0.014 0.01
F -1.752913 -2.003646 4.389055 0.018 0.001 0.008 0.00
H 0.151841 -3.388539 -1.042491 -0.005 -0.039 0.044 0.00
H -0.173257 -5.803144 -1.303434 -0.003 -0.011 -0.002 0.00
H 1.148237 -7.390739 0.051190 0.009 0.001 -0.001 0.00
H 2.776766 -6.552676 1.708792 -0.006 0.004 0.008 0.00
H 3.063438 -4.149323 2.054549 -0.017 -0.002 0.037 0.00
H 2.883712 0.782174 -0.048077 0.014 -0.067 -0.126 0.00
H 5.125887 1.496490 -0.692041 0.008 0.018 -0.004 0.00
H 7.023915 -0.075364 -0.568359 0.005 0.005 0.005 0.00
H 6.660276 -2.409007 0.165454 0.007 0.004 -0.013 0.00
H 4.420894 -3.175180 0.763098 0.010 -0.032 -0.015 0.00
F 0.987541 -1.415673 -1.810159 -0.282 -0.044 -0.472 0.03
Sb 2.278701 -2.232404 -3.451602 0.285 -0.389 0.068 0.00
F 3.008912 -3.215549 -2.045014 -0.039 0.004 0.066 0.00
F 3.291139 -2.978637 -4.786866 0.013 -0.050 -0.075 0.00
F 0.793814 -3.391583 -3.491703 0.160 0.029 0.037 0.00
F 1.291881 -1.080950 -4.536792 -0.169 0.122 -0.079 0.00
F 3.365098 -0.796176 -2.982570 -0.069 0.129 0.132 0.00